[1]
Here is a 7-piece molecular cluster, C44H47S overall from the Open Molecules 2025 dataset. Energies are from the ωB97M-V functional and the def2-TZVPD basis.

Geometry as XYZ:
```
92
Properties=species:S:1:pos:R:3:lowdin_charge:R:1
C 7.67244 -1.13313 0.44495 -0.090
C 6.12956 -0.96479 0.81449 -0.196
C 5.16261 -2.19715 0.79540 -0.006
C 3.66006 -2.02181 1.16634 -0.043
C 3.10741 -0.62872 1.55033 -0.246
C 1.61254 -0.29587 1.99124 -0.379
S 0.30426 -1.33505 1.18270 0.997
C 4.10705 0.58276 1.53771 -0.017
C 5.61329 0.44785 1.18083 -0.009
H 8.05006 -0.20791 -0.11650 0.089
H 8.29145 -1.26886 1.41169 0.089
H 7.78741 -2.06435 -0.22542 0.091
H 5.57685 -3.24142 0.54362 0.110
H 2.98049 -2.93533 1.16782 0.081
H 1.39527 0.80888 1.72997 0.100
H 1.54077 -0.42274 3.13858 0.133
H 0.46725 -1.43834 -0.19153 0.045
H 0.13320 -2.56645 1.79967 0.003
H 3.74528 1.64483 1.80204 0.106
H 6.32316 1.34924 1.21265 0.115
C -1.41747 4.25594 -1.49918 -0.069
C -0.99010 3.16397 -2.24860 -0.087
C -0.56198 2.00551 -1.60922 -0.089
C -0.57059 1.93588 -0.21897 -0.116
C -1.00127 3.02604 0.53054 -0.097
C -1.42070 4.18769 -0.10910 -0.086
H -1.74822 5.16044 -1.99833 0.112
H -0.99020 3.21667 -3.33240 0.098
H -0.22257 1.15652 -2.19389 0.099
H -0.24138 1.03035 0.28082 0.017
H -1.00954 2.97058 1.61478 0.104
H -1.75149 5.03940 0.47507 0.110
C -5.25111 2.69475 -6.86301 -0.091
C -4.98571 3.06388 -5.54811 -0.094
C -3.78801 2.68857 -4.94772 -0.103
C -2.85084 1.95181 -5.66622 -0.106
C -3.11475 1.58588 -6.98240 -0.096
C -4.31636 1.95338 -7.57970 -0.091
H -6.18645 2.98464 -7.32980 0.103
H -5.71352 3.64407 -4.99035 0.101
H -3.58405 2.97088 -3.91993 0.086
H -1.91441 1.66302 -5.19971 0.087
H -2.38332 1.01287 -7.54299 0.101
H -4.52416 1.66336 -8.60389 0.103
C -1.07006 -7.02481 0.95807 -0.087
C -2.33507 -7.56728 1.16015 -0.077
C -3.41946 -6.73222 1.41323 -0.074
C -3.24021 -5.35329 1.45453 -0.082
C -1.97634 -4.81090 1.24879 -0.116
C -0.88980 -5.64598 1.00477 -0.111
H -0.22464 -7.67620 0.76418 0.106
H -2.47620 -8.64217 1.12122 0.109
H -4.40412 -7.15598 1.57727 0.109
H -4.08623 -4.70165 1.64704 0.095
H -1.83783 -3.73337 1.27956 0.062
H 0.09792 -5.22252 0.84951 0.084
C -6.18770 -0.90988 0.68816 -0.099
C -7.55419 -1.03235 0.45785 -0.090
C -8.31962 -1.88645 1.24566 -0.087
C -7.71978 -2.61145 2.27110 -0.091
C -6.35388 -2.48643 2.50402 -0.109
C -5.58653 -1.63895 1.70997 -0.113
H -5.59067 -0.24615 0.07137 0.097
H -8.02320 -0.46203 -0.33709 0.104
H -9.38377 -1.98657 1.06147 0.104
H -8.31744 -3.27358 2.88844 0.103
H -5.88650 -3.05071 3.30493 0.098
H -4.52010 -1.54557 1.88826 0.087
C 13.09345 -0.37337 -1.21851 -0.092
C 12.97166 -1.69840 -0.81166 -0.093
C 12.18111 -2.01975 0.28728 -0.097
C 11.50408 -1.01612 0.97392 -0.113
C 11.62291 0.30859 0.56476 -0.105
C 12.42082 0.63088 -0.52863 -0.095
H 13.71265 -0.12287 -2.07329 0.103
H 13.49418 -2.48141 -1.35119 0.103
H 12.09169 -3.05210 0.60831 0.100
H 10.88374 -1.26711 1.82817 0.091
H 11.09360 1.09094 1.09944 0.098
H 12.51773 1.66413 -0.84400 0.101
C -5.74881 5.60710 3.51073 -0.090
C -5.03381 4.52974 4.02440 -0.095
C -4.40581 3.63617 3.16234 -0.102
C -4.48486 3.82581 1.78569 -0.112
C -5.19682 4.90536 1.27217 -0.097
C -5.83246 5.79370 2.13403 -0.090
H -6.24115 6.30166 4.18298 0.104
H -4.96667 4.38589 5.09781 0.102
H -3.85386 2.79225 3.56308 0.095
H -3.99115 3.13177 1.11337 0.088
H -5.25702 5.05396 0.19873 0.101
H -6.39195 6.63202 1.73337 0.103
```

Results
- 2S+1 = 1
- maximum force (hartree/bohr) = 0.090
- LUMO (eV) = -3.902
- frontier orbital gap (hartree) = 0.2557
- net charge = +1
- HOMO level (eV) = -10.86

=====

[2]
Here is a 2-piece molecular cluster, C2H10NO2 overall from the Open Molecules 2025 dataset. Energies are from the ωB97M-V functional and the def2-TZVPD basis.

Geometry as XYZ:
```
15
Properties=species:S:1:pos:R:3:lowdin_charge:R:1
C 1.59353 0.31370 0.06511 -0.248
O 2.06118 -0.72276 0.91536 -0.037
C 0.10999 0.22765 -0.00861 -0.143
N -0.48575 0.56728 -1.34770 0.203
H 1.78841 1.22344 0.59799 0.115
H 2.18228 0.38613 -0.89857 0.149
H 2.98053 -0.66220 1.18813 0.107
H -0.40325 0.89532 0.71547 0.151
H -0.23140 -0.78249 0.08169 0.120
H -1.41709 0.13469 -1.34358 0.148
H -0.35180 1.52896 -1.54363 0.159
H -0.04621 -0.04928 -2.04018 0.179
H -2.76263 -1.23318 0.84397 0.054
H -3.37118 0.22176 0.75122 0.066
O -2.70897 -0.38747 0.42500 -0.024
```

Results
- 2S+1 = 1
- maximum force (hartree/bohr) = 0.053
- LUMO (eV) = -3.565
- frontier orbital gap (hartree) = 0.4012
- net charge = +1
- energy above the lowest of the compared OMol25 structures with the same formula, charge and spin (kJ/mol) = 92.6
- HOMO level (eV) = -14.48

=====

[3]
Here is a 2-piece molecular cluster, C3H10OS overall from the Open Molecules 2025 dataset. Energies are from the ωB97M-V functional and the def2-TZVPD basis.

Geometry as XYZ:
```
15
Properties=species:S:1:pos:R:3:lowdin_charge:R:1
C -0.38234 -0.47385 1.93061 -0.193
C -1.88069 -0.32984 1.61995 -0.617
S -2.21121 -0.46172 -0.17114 0.670
H 0.11382 0.39519 1.47912 0.057
H 0.11451 -1.29468 1.39325 0.059
H -0.14490 -0.62508 2.99652 0.074
H -2.40228 -1.14363 2.13028 0.053
H -2.20941 0.64462 1.97488 0.058
H -1.00695 -1.00544 -0.44133 -0.156
C 1.74246 0.57409 -2.41201 -0.181
O 0.92753 0.79548 -1.27605 -0.123
H 2.76915 0.93829 -2.47460 0.074
H 1.82152 -0.50122 -2.58136 0.075
H 1.37796 0.98966 -3.36879 0.077
H 1.37083 1.49815 -0.79932 0.073
```

Results
- 2S+1 = 1
- maximum force (hartree/bohr) = 0.040
- LUMO (eV) = 0.806
- frontier orbital gap (hartree) = 0.3489
- net charge = 0
- energy above the lowest of the compared OMol25 structures with the same formula, charge and spin (kJ/mol) = 93.5
- HOMO level (eV) = -8.69

=====

[4]
Here is C18H14Cl5HfIN2 as an isolated structure from the Open Molecules 2025 dataset. Energies are from the ωB97M-V functional and the def2-TZVPD basis.

Geometry as XYZ:
```
41
Properties=species:S:1:pos:R:3:lowdin_charge:R:1
C 0.77004 4.54040 1.68939 -0.183
C -0.33203 4.86218 0.78339 -0.205
H 0.38346 4.34292 2.68471 0.072
H 1.74561 5.05410 1.66751 0.087
H 1.05576 3.56083 1.29317 0.033
H -0.94898 3.98108 0.68073 0.007
H -1.12420 5.57291 1.13018 0.088
H 0.00252 5.15529 -0.23635 0.086
C 0.99022 -1.62818 2.49594 -0.089
C 1.16555 -2.75806 3.27209 0.019
C 0.62614 -3.93966 2.78743 0.036
C -0.18982 -3.93256 1.64559 0.049
H 1.28643 -0.63793 2.82031 0.102
H 1.73144 -2.70048 4.20439 0.147
H 0.84878 -4.88662 3.29769 0.150
H -0.65625 -4.85005 1.31909 0.129
N 0.39205 -1.69509 1.25907 -0.114
C -0.40143 -2.78080 0.87085 -0.151
C -1.45348 -2.57990 -0.17430 -0.145
N -1.63472 -1.31097 -0.74288 -0.116
C -2.82899 -0.89824 -1.27494 -0.076
C -3.52606 -3.14773 -1.37824 0.033
C -3.79274 -1.81428 -1.65392 0.023
H -2.96789 0.17158 -1.35545 0.093
H -4.68641 -1.47911 -2.17159 0.143
C -2.42452 -3.50240 -0.59689 0.046
H -2.27556 -4.53973 -0.32869 0.131
H -4.18629 -3.92575 -1.79413 0.153
Hf -0.31996 -0.10465 0.20350 1.133
I -1.88649 0.94991 1.99286 0.434
Cl -0.97025 2.03453 -2.24916 0.709
C 0.70398 1.51360 -2.21988 -0.698
C 1.17454 0.92149 -1.05542 -0.393
C 2.53707 0.84019 -0.78506 -0.711
Cl 3.04066 0.56748 0.85574 0.727
C 3.44985 1.05151 -1.82795 -0.687
Cl 5.10338 0.70597 -1.57297 0.755
C 2.96992 1.47243 -3.10239 -0.664
Cl 4.06695 1.76820 -4.36930 0.780
C 1.58779 1.74859 -3.28422 -0.691
Cl 0.97394 2.29700 -4.77991 0.757
```

Results
- 2S+1 = 1
- maximum force (hartree/bohr) = 0.091
- LUMO (eV) = -8.622
- frontier orbital gap (hartree) = 0.2152
- net charge = +2
- HOMO level (eV) = -14.48